# 1
{"formula": "C89H84Cl2F3Ge3InNO4Sb", "method": "wB97M-V/def2-TZVPD", "symbols": ["Sb", "In", "Ge", "Ge", "Ge", "Cl", "Cl", "F", "F", "F", "O", "O", "O", "O", "N", "C", "C", "C", "C", "C", "C", "C", "C", "C", "C", "C", "C", "C", "C", "C", "C", "C", "C", "C", "C", "C", "C", "C", "C", "C", "C", "C", "C", "C", "C", "C", "C", "C", "C", "C", "C", "C", "C", "C", "C", "C", "C", "C", "C", "C", "C", "C", "C", "C", "C", "C", "C", "C", "C", "C", "C", "C", "C", "C", "C", "C", "C", "C", "C", "C", "C", "C", "C", "C", "C", "C", "C", "C", "C", "C", "C", "C", "C", "C", "C", "C", "C", "C", "C", "C", "C", "C", "C", "C", "H", "H", "H", "H", "H", "H", "H", "H", "H", "H", "H", "H", "H", "H", "H", "H", "H", "H", "H", "H", "H", "H", "H", "H", "H", "H", "H", "H", "H", "H", "H", "H", "H", "H", "H", "H", "H", "H", "H", "H", "H", "H", "H", "H", "H", "H", "H", "H", "H", "H", "H", "H", "H", "H", "H", "H", "H", "H", "H", "H", "H", "H", "H", "H", "H", "H", "H", "H", "H", "H", "H", "H", "H", "H", "H", "H", "H", "H", "H", "H", "H", "H", "H", "H"], "xyz": [[2.65606, 0.90600, -2.48149], [-0.57374, 0.49610, 0.27741], [-3.20744, 0.71900, 0.44471], [-0.88054, -2.13870, -1.66689], [-1.32274, 3.81550, 1.58891], [-0.60644, 1.19930, -2.35999], [0.40096, 5.76380, 0.23901], [1.42696, 4.71390, -7.33119], [5.24806, 5.74080, 0.54651], [7.54616, -0.72280, -6.12009], [0.99746, -3.84230, 2.67351], [2.74316, -3.18560, 1.44401], [1.49426, -0.04800, 0.16901], [-1.13254, -1.20510, 1.43671], [-0.59604, 2.92220, 0.13571], [2.49026, 3.67580, -4.03299], [2.92046, 3.12750, -0.36979], [-5.27664, 2.08890, -1.30869], [-0.19604, 5.62660, -2.34409], [-4.02324, -2.98280, 3.87341], [2.26406, 4.48160, -5.13519], [-5.63674, 1.19330, 5.20591], [6.35516, -0.40960, -0.15599], [3.14906, -4.73930, 3.22451], [3.67086, -0.73090, 0.60691], [-0.02504, -5.06840, -1.80539], [-1.87724, -4.30000, 2.73311], [-4.40654, -1.14860, -3.97979], [-0.13824, 4.93350, -1.15939], [-0.03104, -0.10300, 6.22031], [6.05506, -1.17900, -4.34479], [2.20016, -0.81660, 1.08481], [6.51146, -0.32730, -5.33119], [-0.19624, -6.42980, -1.60489], [-5.82734, 1.08090, 2.45041], [-0.55634, 4.97770, -3.51329], [-4.59204, 1.34190, 3.03861], [-4.14804, -1.08550, 0.49821], [2.56846, -2.72250, -4.20139], [-4.06574, -4.36030, 3.73201], [3.46206, 4.21470, 0.29361], [-5.39314, -1.40560, -0.31129], [-0.02144, 4.26610, 3.07511], [-6.95664, 0.90450, 3.22531], [0.03286, -1.67220, -4.47649], [4.72226, 4.64970, -0.06879], [1.70986, -2.30230, 1.03181], [5.94176, 0.91330, -5.54229], [-1.99014, -4.63350, -0.53969], [1.42016, 1.84400, -5.13239], [-0.46874, 5.42830, 3.94531], [0.24696, -2.02040, 4.80011], [-3.45544, 1.69460, 2.18261], [1.16866, 2.63570, -6.23849], [-3.92024, 5.31460, 1.55041], [1.90726, 1.03770, 2.80461], [-2.16684, -5.98840, -0.32919], [-6.86724, 0.98080, 4.60581], [2.28536, -0.26200, 2.49931], [-0.45324, 3.55620, -1.03019], [4.88936, 1.30640, -4.73369], [0.39696, -1.40560, 6.02881], [-2.66184, 2.70710, 2.53381], [4.90696, 2.91930, -1.68849], [2.25826, 1.60030, 4.02111], [2.13376, -2.30960, -5.44789], [-3.91384, -3.44270, -4.42699], [-0.27874, -1.31640, 3.72281], [-0.64424, -2.02720, 2.42531], [-0.59524, 2.92150, -2.28649], [2.98366, 0.87430, 4.94781], [-4.69714, -2.32270, -4.65039], [-2.84534, -3.38240, -3.55099], [1.62136, 3.94100, -6.22999], [-4.50614, 1.36530, 4.43011], [4.32886, -1.71460, -0.11989], [-0.71954, 3.60580, -3.47649], [5.01066, -0.75260, -3.54479], [2.19346, -4.30320, 2.10821], [-2.91334, -2.27720, 3.45271], [-1.26554, -6.89620, -0.86129], [0.44536, -2.10420, -3.22239], [1.95426, -5.46060, 1.11831], [5.68946, 0.60780, 0.50631], [-2.48274, 5.41620, 1.07791], [0.86416, -1.77280, -5.57919], [4.41716, 0.48640, -3.72069], [2.09026, 2.34820, -4.02839], [3.62746, 2.48760, -1.37369], [-0.67704, -0.00160, 3.91651], [0.45816, -2.88970, 1.77721], [-0.92094, -4.14410, -1.28189], [-2.54934, -2.21390, -2.86089], [-3.79524, 2.07930, -0.97669], [5.66606, -1.56960, -0.46159], [-3.34894, -1.10460, -3.08619], [1.73986, -2.59440, -3.09929], [-1.81934, -2.92160, 2.88211], [4.37446, 0.43730, 0.89371], [5.46716, 4.00330, -1.03579], [-0.57424, 0.59770, 5.15871], [-2.98984, -5.01070, 3.15851], [3.33716, -0.43250, 4.66341], [3.00216, -0.98700, 3.44521], [-2.89294, 3.20300, 3.47661], [7.39856, -0.30480, -0.42369], [0.06146, 6.67270, -2.34559], [5.46986, 2.40840, -2.45669], [2.92146, 4.72550, 1.07421], [0.84106, -1.95280, 6.84881], [-0.96074, -1.26180, -4.59789], [0.05306, 0.35770, 7.19481], [-0.93124, 3.05020, -4.37619], [3.90086, -1.01410, 5.38031], [-5.00474, -0.26400, -4.15069], [-2.22364, -4.25520, -3.40949], [3.89246, 1.23060, 1.44381], [-7.91114, 0.72850, 2.74801], [-2.70084, -3.93680, -0.11679], [6.50566, -2.15210, -4.21609], [-3.96284, 5.34740, 2.63511], [2.77926, -2.40890, -6.30909], [-0.09864, -3.41740, 0.98291], [3.55156, -3.15870, -4.09599], [-1.46444, 5.24730, 4.34631], [-0.65594, 5.52110, -4.43629], [-3.22324, 1.89860, -1.88569], [0.52626, -3.05340, 4.67261], [-3.00914, -6.33540, 0.25271], [-0.48814, 6.35320, 3.37361], [-5.46614, 2.70120, -2.19149], [0.63916, 2.25710, -7.09819], [1.09436, 0.81230, -5.12229], [3.27196, 1.31950, 5.88951], [-4.50584, 6.14600, 1.15951], [3.05116, -4.05220, 4.06171], [0.96056, 4.48060, 2.65881], [-5.68054, -2.43870, -0.10929], [-2.89044, -1.20110, 3.55061], [2.89386, -5.74410, 0.65161], [-6.23314, -0.76680, -0.04369], [3.31946, -1.98560, 3.20301], [-3.36014, -1.78350, 0.22141], [1.26046, -5.16280, 0.33661], [-4.37394, 4.38040, 1.23241], [-5.55994, 1.24740, 6.28371], [-1.06094, -4.84340, 2.28791], [-2.04334, 6.31970, 1.49981], [-5.21314, -1.33190, -1.38059], [6.17936, -2.37520, -0.97259], [-7.75574, 0.87080, 5.21101], [-5.53034, -2.36830, -5.33979], [1.54206, -6.31520, 1.64941], [2.90696, -5.74430, 3.55961], [-3.49144, 3.05740, -0.60069], [-4.36394, -1.24670, 1.55331], [-3.00404, -6.08560, 3.03191], [4.43076, 2.26900, -4.90439], [2.98996, 4.09740, -3.17209], [1.93716, 2.76630, -0.10049], [0.21706, 5.56260, 4.78171], [4.16756, -4.71450, 2.84461], [-4.12924, -4.37030, -4.93999], [-0.92644, 1.61330, 5.29571], [-3.13624, -0.18580, -2.55449], [1.36756, 1.62390, 2.06711], [-1.10094, 0.55130, 3.08521], [-2.45314, 5.53320, -0.00689], [-3.55204, 1.53090, 4.90801], [2.58816, 5.51060, -5.15319], [1.99306, 2.62390, 4.24171], [1.50786, -2.44920, -0.04549], [-4.85794, -2.45270, 4.30991], [6.19796, 1.53400, 0.74181], [3.82946, -2.62930, -0.39009], [4.64026, -1.39120, -2.75919], [-5.85404, 2.49790, -0.48179], [-5.63224, 1.08320, -1.51769], [2.10486, -2.89230, -2.12459], [-1.40264, -7.95820, -0.70989], [-5.88844, 1.05820, 1.37041], [0.51306, -1.44610, -6.54819], [-4.93434, -4.92010, 4.05171], [6.31896, 1.54900, -6.32999], [6.46346, 4.35010, -1.26049], [0.06796, 3.37460, 3.69191], [0.81306, -4.73020, -2.39959], [0.51526, -7.12560, -2.03099]], "forces_ev_per_a": [[0.9519, 0.6060, -0.7021], [0.1924, 0.0461, 0.3151], [-0.1672, 0.1698, -0.6196], [-0.3864, -1.5392, -1.8348], [-0.2974, 0.4382, 0.6141], [-0.3917, -0.3817, -0.4581], [0.5288, 0.6596, 0.3159], [-0.0472, -0.0584, 0.1365], [-0.0400, -0.1707, -0.0284], [-0.1583, 0.0478, 0.0900], [0.2065, -0.0537, 0.1176], [0.0654, -0.1737, 0.1795], [-1.4512, 0.6760, 0.1786], [0.1625, 0.1930, 0.0029], [0.2319, -1.0939, 1.0534], [-0.0165, -0.0289, 0.0686], [-0.0511, -0.0636, -0.0546], [0.0452, -0.0169, -0.0092], [-0.0697, 0.0289, -0.1931], [-0.0406, 0.1578, 0.0178], [0.0089, 0.0955, -0.2933], [-0.0623, 0.0344, 0.0932], [0.0800, -0.0447, 0.0405], [-0.3700, 0.3126, -0.3111], [0.1474, 0.0213, -0.1921], [0.1809, 0.2047, -0.2754], [0.0941, 0.0812, 0.0176], [-0.1253, 0.1390, -0.1203], [0.0175, -0.2600, -0.4853], [-0.1130, 0.0810, 0.1431], [0.2858, -0.0573, -0.1826], [0.2582, -0.3580, 0.1475], [-0.0250, -0.0343, 0.0280], [0.0420, -0.1221, -0.0538], [0.1343, -0.0025, 0.0272], [-0.0715, 0.0107, 0.1022], [-0.2052, -0.0581, 0.2136], [0.2493, 0.6679, -0.0562], [0.0762, -0.1635, 0.0126], [-0.0663, -0.1890, -0.0410], [0.1894, 0.2506, 0.1373], [0.0390, 0.0935, 0.0048], [-0.4141, -0.2491, -0.5874], [-0.1461, 0.0309, -0.0330], [-0.2752, 0.0874, 0.0843], [-0.0695, -0.1063, 0.0577], [-0.2670, 0.1401, -0.3642], [0.2612, -0.1132, -0.1499], [-0.1286, 0.1947, 0.1005], [0.0269, -0.0305, 0.0756], [-0.0036, -0.0780, -0.0920], [-0.0357, 0.0422, 0.1077], [0.3422, -0.2512, -0.6045], [0.0036, 0.1621, -0.2488], [0.0346, -0.0565, -0.0591], [0.0577, -0.1778, -0.1991], [-0.0941, -0.0898, 0.0438], [-0.1590, -0.0982, 0.0775], [0.0169, 0.2199, 0.0957], [0.0147, 0.0876, -0.3447], [0.0142, 0.0818, -0.0669], [-0.0613, -0.0962, 0.0861], [0.4999, 0.1869, -0.3291], [-0.0410, 0.0226, -0.0466], [0.1757, 0.1637, 0.0412], [-0.0171, -0.0249, -0.0969], [-0.0116, -0.1171, -0.1032], [-0.0150, 0.3087, 0.1284], [0.2086, -0.5188, 0.2986], [-0.0467, 0.8295, -0.1017], [0.0371, 0.1053, 0.0421], [-0.1146, 0.0178, -0.0596], [0.1904, -0.1838, 0.0987], [0.0185, -0.0322, 0.0478], [-0.0018, -0.0317, -0.0230], [0.1136, -0.0347, -0.0793], [-0.1339, -0.0065, -0.0551], [-0.0514, 0.0257, 0.0199], [0.3729, -0.7453, 0.0784], [-0.0594, -0.0125, -0.0528], [-0.0077, -0.0711, -0.0708], [-0.2353, 0.2994, 0.7495], [-0.0826, 0.5773, 0.2828], [0.1080, 0.0152, 0.0964], [0.3954, -0.4508, 0.1476], [0.0837, -0.0159, -0.1293], [-0.5280, -0.0546, 0.3886], [0.1101, -0.3390, 0.5037], [-0.1004, -0.4871, -0.3048], [-0.0849, -0.1041, -0.1065], [-0.4780, 0.0906, -0.4005], [0.2296, 0.7358, 0.3623], [0.3870, 0.4961, 0.7910], [0.1765, -0.6180, 0.5048], [0.1235, -0.0278, -0.0411], [0.1493, 0.2187, 0.1059], [0.0489, -0.0442, 0.1784], [-0.0891, -0.2495, -0.1812], [0.0857, -0.0241, -0.0006], [0.0800, 0.2364, 0.1350], [-0.1477, 0.0146, 0.0902], [-0.0777, -0.1281, -0.0090], [0.0906, -0.0396, -0.0819], [-0.0010, 0.0539, 0.1005], [-0.1350, 0.0585, 0.1928], [0.0218, 0.0135, -0.0372], [-0.0355, 0.1956, -0.0037], [0.1094, 0.0175, 0.0021], [-0.0503, 0.0714, 0.0673], [-0.0029, -0.0658, 0.0887], [-0.0696, 0.0132, -0.0729], [0.0355, 0.0632, 0.0629], [0.0309, -0.0363, -0.0956], [0.0173, -0.0427, 0.0690], [-0.0628, 0.0716, 0.0220], [-0.0324, -0.1216, -0.0105], [0.0036, 0.0270, -0.0138], [-0.0634, -0.0158, 0.0012], [-0.1302, 0.0442, 0.1115], [0.1029, -0.0695, 0.0033], [-0.1582, -0.0193, 0.2000], [0.0522, 0.0240, -0.0539], [0.1334, 0.0311, 0.2485], [0.0809, 0.0323, 0.0500], [-0.1375, 0.1138, 0.1102], [0.0214, 0.0562, -0.1771], [0.1161, -0.0319, 0.0259], [0.0289, -0.0508, 0.0392], [-0.0636, -0.0033, 0.0594], [-0.0800, 0.1666, -0.0048], [-0.1290, 0.0915, -0.0294], [-0.0354, -0.0526, -0.1669], [-0.0688, -0.0724, -0.1213], [-0.0191, 0.0709, 0.0713], [-0.1471, 0.0472, 0.0004], [0.0782, 0.0556, 0.0620], [0.0879, -0.1395, -0.1185], [-0.1314, -0.0718, 0.0036], [-0.0463, 0.0724, 0.0747], [0.1428, -0.0405, -0.0203], [-0.1350, 0.0464, -0.0450], [0.1068, -0.0713, -0.0078], [0.1104, -0.0148, 0.1576], [-0.0576, 0.0310, -0.0255], [-0.2103, -0.0860, -0.0241], [-0.0001, -0.0527, 0.0507], [0.1129, -0.0329, -0.0139], [0.2072, -0.0374, -0.0310], [-0.0957, 0.0769, -0.0622], [-0.0362, -0.0290, -0.0714], [-0.0557, -0.0489, 0.0576], [-0.0163, 0.0094, -0.0179], [-0.0615, -0.0893, 0.0205], [-0.0114, -0.0750, 0.0389], [0.1507, 0.0144, 0.0359], [0.1514, -0.0312, 0.0653], [-0.0378, -0.0656, 0.0075], [0.0128, 0.0962, -0.0772], [0.0324, 0.0490, 0.0317], [-0.1543, 0.0801, 0.1505], [-0.0109, 0.0902, 0.1185], [0.0794, -0.0494, -0.0011], [-0.0153, -0.0454, -0.0554], [0.0338, 0.0791, -0.0152], [-0.0604, 0.0962, 0.0075], [0.0426, 0.1001, -0.0076], [-0.0399, -0.0306, 0.1008], [0.0873, -0.0673, -0.0369], [0.1566, -0.0021, -0.0114], [0.0049, 0.1355, -0.0298], [-0.0700, 0.0663, -0.0057], [0.1345, 0.0018, 0.1356], [-0.0930, 0.0700, 0.0334], [-0.0021, 0.0180, 0.0017], [-0.0529, -0.0860, -0.0099], [0.0394, -0.1593, 0.0012], [-0.1794, 0.0024, 0.0586], [-0.1715, -0.0904, -0.0529], [0.0978, -0.0507, 0.0699], [-0.0012, -0.0548, 0.0358], [-0.0929, -0.0437, -0.0630], [-0.0311, 0.0600, -0.0774], [-0.0373, -0.0187, 0.0534], [0.0371, 0.0402, -0.0619], [0.1233, 0.0748, -0.0665], [0.0033, -0.2096, -0.0152], [0.0038, -0.0551, -0.0148], [0.0268, -0.0262, -0.0163]], "spin_multiplicity": 2, "total_energy_ev": -317793.198, "charge": -1, "s_squared": 0.76}

# 2
{"formula": "C8Cl5F6NO4S6Zr", "method": "wB97M-V/def2-TZVPD", "symbols": ["Zr", "Cl", "Cl", "Cl", "Cl", "Cl", "S", "S", "S", "S", "S", "S", "F", "F", "F", "F", "F", "F", "O", "O", "O", "O", "N", "C", "C", "C", "C", "C", "C", "C", "C"], "xyz": [[-0.31122, -0.78991, -0.87100], [-0.73308, -6.26563, 0.97331], [-3.62919, -0.89271, -0.21486], [-5.31683, -3.41012, 0.71077], [-3.83866, -6.10017, 1.26833], [0.85313, -3.65042, 0.07134], [1.93989, 0.22516, -2.36478], [0.30603, 1.73937, 1.37970], [1.96270, 2.24786, -1.43477], [2.17395, 1.96062, 0.56833], [-0.74804, 1.39500, -2.71673], [-0.12452, -0.29264, 1.55880], [-3.25156, 0.87320, -3.31882], [-2.00586, -0.86063, -2.90367], [2.63613, -2.38929, -2.62643], [0.46343, -2.09719, -2.57617], [1.63779, -1.66855, -4.38487], [-1.86343, 0.17768, -4.81312], [-0.89309, 2.73216, -3.14580], [1.68796, -0.44479, -0.97630], [3.21854, 0.36921, -3.01079], [-1.13111, 1.10137, -1.29031], [0.43266, 0.46105, -3.09142], [-1.56591, -4.81776, 0.59898], [-2.95442, -4.73136, 0.73980], [-1.51683, -2.50668, -0.16909], [-2.88489, -2.44083, 0.03564], [-0.88213, -3.69044, 0.16425], [-3.62393, -3.53135, 0.47767], [1.73200, -1.55245, -3.08614], [-2.05875, 0.36209, -3.53182]], "forces_ev_per_a": [[-0.3596, 0.3744, 1.0366], [0.0608, -0.0439, 0.0078], [-0.0676, -0.0008, -0.0596], [-0.0537, 0.0285, -0.0047], [-0.0077, -0.0090, 0.0017], [0.0819, -0.1147, -0.0371], [0.2407, -0.1843, -0.0635], [0.0950, 0.0565, -0.0304], [0.0400, 0.0819, -0.0002], [0.0284, 0.0212, 0.0259], [-0.2895, -0.1497, -0.2992], [-0.1376, -0.1327, -0.4638], [-0.0350, 0.0600, 0.0453], [0.0028, 0.0580, -0.0812], [0.0333, 0.0373, -0.0704], [0.1415, -0.0929, -0.0711], [-0.0065, 0.0437, -0.0859], [0.0753, 0.0044, -0.0804], [0.1114, 0.1294, -0.0502], [0.3015, -0.1524, -0.0275], [0.0468, 0.0866, -0.1900], [-0.3222, 0.2968, 0.0139], [0.0253, -0.0333, 0.2163], [-0.0208, 0.1002, 0.0131], [0.0202, 0.0195, -0.0129], [-0.1356, -0.4771, 0.1995], [0.0971, -0.0625, -0.0019], [-0.1124, 0.0535, -0.0460], [0.0602, 0.0034, -0.0083], [0.0178, -0.0120, 0.0436], [0.0685, 0.0100, 0.0807]], "de_lowest_kj_mol": 303.2, "total_energy_ev": -163184.741}

# 3
{"formula": "C8H10", "method": "wB97M-V/def2-TZVPD", "symbols": ["C", "C", "C", "C", "C", "C", "C", "C", "H", "H", "H", "H", "H", "H", "H", "H", "H", "H"], "xyz": [[-0.46146, -0.37165, 0.78991], [-1.94967, -0.42623, 0.79119], [0.01243, 1.88748, -0.75971], [1.95401, 1.06502, 0.69506], [2.01641, -0.09058, 0.22953], [0.21209, -0.83448, -0.47473], [0.36051, 0.70707, 0.05466], [1.59962, -1.36496, -0.31719], [1.57354, -2.09420, 0.37500], [-2.26237, -0.71629, 1.78562], [2.17817, -1.65955, -1.15936], [-2.28176, -1.25987, 0.08681], [0.01971, 2.75236, -0.21588], [-2.45250, 0.51243, 0.47589], [-0.03605, -0.68799, 1.65301], [-0.92271, 1.74225, -1.15095], [-0.34612, -1.10584, -1.33821], [0.78615, 1.94503, -1.52063]], "forces_ev_per_a": [[-0.0185, 1.6738, -3.2484], [-1.1943, -0.6000, -1.2379], [1.6753, -1.8790, -0.4677], [-0.6340, 0.4177, 0.5833], [0.3897, 0.1862, -0.1761], [0.1929, 1.5395, 0.3067], [0.6919, -2.2688, 0.5979], [0.1606, 1.7361, -0.9651], [0.4249, -2.8061, 2.3887], [-0.4092, 0.1869, 0.1578], [0.0562, -0.2385, -0.9968], [0.1619, 1.1248, 0.8945], [0.1151, 2.2391, 1.5595], [0.2969, -0.5696, 0.2954], [1.3864, -0.8754, 2.5941], [-2.4331, -0.2401, -1.4656], [-0.6460, 0.1451, -0.4900], [-0.2167, 0.2284, -0.3302]], "de_lowest_kj_mol": 612.2, "total_energy_ev": -8451.924}